Entry from OMol25: a structure of composition C45H28CsI2N11O at a distorted geometry (the ωB97M-V functional and the def2-TZVPD basis).

```
88
Properties=species:S:1:pos:R:3:forces:R:3:lowdin_charge:R:1
Cs 0.400 -1.049 -0.835 0.094 0.240 0.258 0.888
C -5.889 -2.317 0.486 -0.879 -2.344 0.499 -0.119
C -6.248 -1.052 0.103 -0.215 0.524 -1.388 -0.130
C -5.296 -0.044 0.026 1.220 -0.184 0.832 -0.027
C -4.015 -0.325 0.518 -0.431 -0.491 1.058 -0.075
C -2.801 0.486 0.838 0.422 -0.524 -1.183 -0.302
N -2.651 1.744 0.458 0.566 -0.895 0.918 0.168
C -1.395 2.273 0.609 1.428 1.052 0.083 -0.280
C -1.155 3.676 1.104 -0.964 0.078 -0.221 -0.104
C -2.024 4.756 1.458 0.164 -1.414 -0.157 -0.045
C -1.503 5.989 1.759 0.924 -0.226 0.125 -0.116
C -0.079 6.124 1.848 -0.559 0.973 0.178 -0.138
C 0.793 5.138 1.493 -0.369 -1.489 -0.796 -0.036
C 0.214 3.874 1.084 1.951 0.477 -0.354 -0.103
C 0.827 2.610 0.594 -1.901 -1.277 -0.556 -0.253
N 2.157 2.385 0.493 0.734 0.457 1.490 0.156
C 2.768 1.315 0.993 -2.528 0.450 0.096 -0.305
N 2.109 0.205 1.425 0.551 -0.196 -0.442 0.093
C 3.032 -0.662 1.912 -1.191 -0.381 -0.290 -0.331
N 2.812 -1.827 2.479 0.639 0.406 0.201 0.169
C 1.571 -2.279 2.756 -0.362 0.253 -0.412 -0.314
N 0.453 -2.208 1.989 -0.333 0.307 0.727 0.080
C -0.633 -2.594 2.735 3.945 -0.472 1.501 -0.304
N -1.894 -2.566 2.427 -2.424 1.506 -1.123 0.165
C -2.419 -1.523 1.736 1.111 -0.654 -0.801 -0.299
N -1.874 -0.330 1.446 0.119 0.471 0.733 0.124
C -3.723 -1.605 1.081 -0.744 1.021 -0.201 -0.137
C -4.625 -2.626 1.009 -1.003 0.397 -0.309 -0.039
C -0.102 -3.068 4.086 -0.155 0.687 -3.135 -0.112
C -0.839 -3.615 5.079 0.500 0.323 1.714 -0.047
C -0.199 -3.768 6.325 0.457 0.225 -0.652 -0.102
C 1.176 -3.501 6.385 0.325 0.276 0.061 -0.123
C 1.923 -3.071 5.278 0.758 -0.037 -0.102 -0.046
C 1.300 -2.805 4.072 -2.381 -1.093 0.827 -0.110
C 4.355 -0.050 1.867 1.242 0.234 0.363 -0.117
C 5.609 -0.477 2.291 -0.021 -0.388 0.251 -0.024
C 6.642 0.467 2.283 0.856 -0.844 0.125 -0.122
C 6.460 1.793 1.909 -1.577 -0.396 -1.076 -0.112
C 5.216 2.199 1.392 -0.155 -0.796 0.287 -0.009
C 4.176 1.246 1.383 1.234 0.855 -0.597 -0.095
N -0.202 1.689 0.288 0.166 1.880 1.045 0.069
H -6.642 -3.159 0.425 0.817 1.112 0.079 0.108
H -7.227 -0.851 -0.341 0.126 -0.189 0.364 0.094
H -5.554 0.934 -0.329 0.016 0.387 -0.171 0.100
H -3.085 4.538 1.552 0.002 0.237 -0.390 0.098
H -2.165 6.844 1.864 0.174 -0.097 0.416 0.082
H 0.381 7.035 2.243 -0.432 0.086 -0.374 0.084
H 1.861 5.402 1.424 -0.545 -0.726 0.255 0.106
H -4.404 -3.598 1.389 0.154 -0.495 0.176 0.100
H -1.874 -3.761 4.870 -0.693 -0.197 0.268 0.095
H -0.714 -3.996 7.246 -0.226 -0.312 -0.029 0.078
H 1.716 -3.549 7.336 -0.292 -0.234 -0.208 0.085
H 3.003 -2.966 5.333 -0.072 0.157 0.299 0.099
H 5.758 -1.533 2.629 -0.091 1.117 -0.334 0.119
H 7.667 0.122 2.488 -0.490 0.203 0.208 0.091
H 7.269 2.474 1.812 0.738 0.386 0.276 0.075
H 5.101 3.213 1.006 -0.255 -0.317 0.106 0.103
O 0.204 0.819 -5.524 0.287 0.388 -0.077 -0.082
C 0.819 0.747 -4.425 -0.570 -2.171 0.585 -0.521
N 0.938 -0.381 -3.683 0.147 2.010 -0.831 -0.078
C 0.240 -1.441 -4.371 0.423 -1.247 1.041 -0.282
C -1.236 -1.401 -4.082 -2.449 -1.519 -1.687 -0.244
C -2.213 -0.902 -5.014 1.312 0.628 1.786 -0.010
C -3.533 -0.765 -4.605 -0.118 -1.374 0.987 -0.077
C -3.949 -1.488 -3.460 1.144 0.006 0.139 -0.068
C -2.946 -2.128 -2.678 -1.704 0.825 0.058 -0.164
N -1.671 -2.097 -3.000 1.342 0.937 -0.035 0.010
C 1.337 2.025 -3.862 -0.293 1.570 0.192 -0.198
C 0.848 3.228 -4.426 0.154 -0.072 -0.769 -0.023
C 1.235 4.435 -3.883 -0.451 0.040 -0.460 -0.103
C 2.148 4.485 -2.839 -0.614 0.774 -0.515 -0.095
C 2.584 3.275 -2.381 1.599 -0.698 1.326 -0.180
N 2.158 2.086 -2.820 0.458 -0.247 -0.066 0.133
H 0.521 -2.436 -3.945 0.260 0.634 -0.174 0.060
H 0.543 -1.422 -5.411 -0.635 -0.166 -0.534 0.102
H -1.810 -0.464 -5.901 -0.006 0.468 -0.384 0.087
H -4.235 -0.115 -5.108 -0.096 -0.272 -0.419 0.091
H -4.992 -1.576 -3.167 0.170 0.355 0.109 0.083
H -3.199 -2.524 -1.656 0.128 -0.058 -1.270 0.111
H 0.255 3.259 -5.360 0.198 -0.502 0.920 0.111
H 0.791 5.316 -4.334 0.247 0.217 0.196 0.091
H 2.461 5.454 -2.444 0.103 -0.458 0.088 0.096
H 3.392 3.255 -1.591 -1.188 -0.149 -0.802 0.103
I 0.804 -4.911 -1.903 0.437 -0.368 -0.479 0.741
C 0.627 -6.242 -3.598 -1.390 0.547 0.326 -1.225
I 2.227 -7.042 -4.684 0.557 0.125 -0.003 0.669
H -0.021 -5.695 -4.326 0.521 -0.722 0.775 -0.027
H 0.152 -7.110 -3.128 -0.116 0.389 -0.538 -0.066
```
Forces are in eV/Å.

Calculated values
max |F| = 4.247 eV/Å
multiplicity = 1
LUMO level (spin up / spin down) = 2.99 / 2.99 eV
HOMO energy (spin up / spin down) = -1.2866 / -0.9837 eV
orbital gap (spin up / spin down) = 4.27 / 3.97 eV
charge = -2